Here is 10 unconnected molecules or ions with the total composition C53H53N7O6 at a distorted geometry from OMol25. Energies are from the ωB97M-V functional and the def2-TZVPD basis.

```
119
Properties=species:S:1:pos:R:3:forces:R:3:lowdin_charge:R:1
O 0.570133 0.780649 -1.432627 -1.062 -2.459 -2.815 0.042
C 0.099810 -0.057619 -0.503136 0.662 0.044 3.228 -0.390
C 0.059124 0.338925 0.847274 -1.570 -3.710 2.044 0.025
C -0.281911 -0.746261 1.905846 -0.191 -0.448 -1.814 0.053
C -0.566750 -2.127676 1.460147 0.827 1.888 -0.150 -0.279
O -0.774372 -3.150454 2.414565 -0.034 0.324 -0.362 -0.036
C -0.549118 -2.384144 0.068598 0.329 1.532 1.266 -0.053
C -0.213564 -1.374265 -0.815138 -0.556 -0.387 -4.370 -0.047
H 0.890039 1.613327 -1.212400 0.454 2.232 1.541 0.038
H 0.095420 1.405219 1.038887 0.273 -0.176 0.574 0.077
H -0.377365 -0.607530 3.036185 0.336 0.381 -1.839 0.117
H -1.041031 -4.053496 2.094685 0.422 1.697 -0.219 0.139
H -0.767653 -3.337457 -0.326055 -0.303 -0.998 -0.314 0.087
H -0.311968 -1.565067 -2.027508 0.454 0.121 3.325 0.163
O 0.767012 4.300218 -5.531054 2.261 2.223 1.251 0.048
C 1.777648 4.037462 -4.587258 -3.348 -4.384 -1.230 -0.405
C 1.913303 2.841981 -3.949565 -0.179 -3.391 4.748 0.023
C 2.878468 2.741396 -2.742165 -3.282 0.770 -4.984 0.026
C 3.819101 3.766599 -2.560166 -1.525 -1.047 -0.033 -0.313
O 4.675192 3.642219 -1.526826 1.021 1.478 -0.102 0.055
C 3.767451 4.920030 -3.398608 -4.097 -5.508 0.030 0.047
C 2.694955 4.911758 -4.298807 3.033 6.799 -1.590 -0.065
H 0.313974 3.522352 -5.736868 -1.146 -2.057 -0.382 0.039
H 1.147106 1.889023 -3.929192 1.827 2.679 -0.638 0.144
H 2.516911 1.828018 -2.272173 1.639 0.180 0.821 0.076
H 4.440978 2.886615 -1.004289 -0.087 -0.740 0.398 0.058
H 4.409226 5.651391 -3.257047 2.828 3.542 0.344 0.063
H 2.490862 5.785899 -5.022235 1.034 -0.626 1.423 0.160
O -0.125576 -2.292004 5.231603 -1.454 0.988 4.328 0.094
C 1.045663 -1.784591 5.527953 4.311 1.476 -1.799 -0.344
C 1.185196 -1.151584 6.726807 2.141 2.218 3.775 -0.038
C 2.378710 -0.383717 7.167847 -1.184 -0.910 -0.596 -0.006
C 3.511259 -0.362418 6.295858 -0.895 0.797 1.463 -0.300
O 4.726437 0.260822 6.640153 -1.252 -0.607 -4.318 0.041
C 3.403802 -0.941926 5.035809 -7.139 -2.323 2.827 0.005
C 2.229418 -1.716010 4.597660 -0.807 2.496 5.203 0.073
H -0.173815 -2.659347 4.428514 -0.154 -2.281 -5.017 -0.002
H 0.501968 -1.192036 7.618242 -0.101 -0.228 -1.690 0.118
H 2.239904 0.155709 8.219328 0.892 -1.270 -2.516 0.141
H 4.811900 0.300290 7.536991 0.161 0.154 3.781 0.035
H 4.093033 -0.999642 4.375968 5.213 0.096 -3.960 0.033
H 2.207174 -2.303252 3.740735 0.264 -0.639 -1.672 0.057
C -4.032068 -5.442709 -4.699253 3.185 3.309 6.928 -0.057
C -3.805434 -4.184812 -5.205759 0.955 0.295 1.714 -0.072
C -3.148418 -3.241193 -4.404636 1.284 -1.282 2.814 -0.057
N -2.724288 -3.480685 -3.046311 -0.932 1.969 -3.850 0.052
C -2.996673 -4.638869 -2.552862 -1.181 -2.350 -0.909 -0.229
C -3.606913 -5.659445 -3.315726 -1.410 -3.228 -1.428 -0.041
H -4.358027 -6.197993 -5.223775 -1.949 -3.768 -2.746 0.043
H -4.061262 -4.121243 -6.210878 -0.205 1.190 -1.692 0.084
H -2.679765 -2.326397 -4.698258 -0.546 0.551 -0.784 0.073
H -2.707625 -4.832641 -1.546405 0.204 -0.160 0.741 0.082
H -3.781382 -6.826081 -2.917272 0.626 3.555 -0.740 0.154
C -2.522509 0.970711 -3.747014 0.142 3.013 -7.359 -0.116
C -3.447089 1.903122 -4.172178 0.700 1.192 -1.280 -0.020
C -3.231342 2.375573 -5.523408 0.340 -1.251 3.354 -0.174
N -2.266097 2.026377 -6.329440 1.855 -1.915 0.299 0.032
C -1.295153 1.044911 -5.952339 -5.916 1.936 5.815 -0.037
C -1.456155 0.518444 -4.550676 0.862 -0.586 -1.215 -0.033
H -2.534574 0.693316 -2.852109 -0.143 -2.611 7.505 -0.002
H -4.156303 2.475756 -3.488077 0.797 -1.312 -1.055 0.127
H -3.870388 3.151463 -5.755500 -1.181 1.598 -1.377 0.070
H -0.815325 0.886297 -6.822927 2.820 -1.503 -1.918 0.048
H -0.894213 -0.245535 -3.838586 -0.178 1.443 -2.668 0.117
C 0.130956 6.069693 -0.763115 2.364 4.734 5.302 -0.127
C -0.298165 5.308395 -1.740589 -0.913 -2.825 -4.384 -0.061
C -0.809425 3.983081 -1.412601 1.892 3.299 1.586 -0.101
N -0.910982 3.554684 -0.152853 0.304 0.324 -0.946 0.032
C -0.457059 4.377939 0.804493 -1.386 0.126 1.338 -0.152
C 0.075328 5.678728 0.580361 -1.868 -5.347 -0.760 -0.059
H 0.599363 7.109455 -0.609687 -0.627 -1.254 -2.309 0.143
H -0.110460 5.607193 -2.856114 -0.681 -0.682 2.225 0.145
H -0.879659 3.299802 -2.176893 -0.875 -1.566 -1.694 0.066
H -0.723366 3.938073 1.842034 1.072 1.087 -1.448 0.129
H 0.530193 5.973102 1.464492 0.827 2.022 1.006 0.076
C 5.013720 2.283773 1.820801 1.517 0.802 -1.409 -0.123
C 6.172788 2.128235 1.010385 -0.598 0.130 1.715 -0.050
C 6.161447 1.029912 0.106224 -1.013 -1.326 0.047 -0.124
N 5.084992 0.150617 -0.058271 -0.176 2.932 2.474 0.074
C 4.013465 0.485378 0.735122 1.587 -0.893 -1.743 -0.169
C 3.937238 1.518091 1.617926 -4.274 0.832 1.284 -0.126
H 4.855537 3.105637 2.471480 0.623 0.759 0.610 0.096
H 6.890546 2.925734 1.393557 0.030 -1.648 -1.749 0.127
H 6.919270 0.592120 -0.543445 0.661 1.252 0.324 0.098
H 3.166974 -0.103308 0.627261 -1.491 -1.311 -0.437 0.069
H 2.856804 1.886755 2.101888 3.029 -1.569 -1.129 0.172
C -4.563428 0.149153 3.711249 0.137 -3.903 1.281 -0.006
C -3.560937 -0.856621 3.484348 -1.611 1.632 1.425 -0.058
C -3.472065 -1.988307 4.283071 -0.690 -1.560 -0.679 -0.145
N -4.439493 -2.224192 5.170916 0.669 -1.446 1.552 0.033
C -5.423596 -1.377315 5.422771 -0.556 -1.212 0.637 -0.182
C -5.516920 -0.240725 4.687215 1.287 1.134 -1.637 -0.101
H -4.723567 0.950220 3.029237 0.016 0.536 -0.268 0.082
H -2.980451 -0.756500 2.645312 1.732 0.301 -1.756 0.037
H -2.765472 -2.911053 4.032287 -1.393 2.405 0.679 0.134
H -6.313376 -1.635832 6.163938 2.231 0.202 -1.551 0.145
H -6.456604 0.170147 4.708449 -1.895 1.925 0.281 0.066
C 4.641743 -5.196010 -0.394751 3.109 -2.516 0.485 -0.095
C 5.572860 -5.139217 0.748320 -2.008 -0.612 -2.387 -0.062
C 5.022312 -4.752364 1.951971 -0.436 2.089 -0.946 -0.118
N 3.713383 -4.197821 2.075273 1.213 -1.476 0.615 0.053
C 2.891356 -4.332050 1.064145 1.065 -0.359 -0.999 -0.153
C 3.384823 -4.842953 -0.185284 -3.499 1.045 0.763 -0.120
H 4.950814 -5.877916 -1.276858 -0.469 1.864 1.150 0.135
H 6.556346 -5.526340 0.423726 -0.329 0.425 1.392 0.103
H 5.703023 -4.611566 2.787179 -0.546 -0.160 0.288 0.094
H 1.779419 -4.107515 1.095606 1.587 0.165 0.495 0.108
H 2.563895 -4.913855 -0.877319 0.254 -0.357 -0.843 0.091
C -3.783142 1.374768 -0.005104 0.051 -0.330 1.061 -0.067
C -5.126442 1.742092 -0.174575 1.543 -2.932 -0.549 -0.042
C -6.005880 0.723647 -0.609231 5.618 1.311 2.563 -0.159
N -5.786661 -0.538486 -0.728179 -0.962 -1.153 -1.563 0.083
C -4.538864 -0.874788 -0.709170 2.964 1.018 1.574 -0.136
C -3.520048 0.014522 -0.259413 0.142 0.461 -1.105 -0.061
H -2.942478 2.028430 0.419334 -1.442 -0.834 -0.904 0.111
H -5.537840 2.652168 0.084526 -0.572 1.993 0.140 0.074
H -6.865696 1.057342 -0.788844 -7.498 2.188 -1.267 0.032
H -4.297695 -1.856635 -1.006215 0.412 -1.177 -0.057 0.081
H -2.465872 -0.245288 -0.259531 -0.269 -0.558 0.122 0.065
```
Forces are in eV/Å.

Computed properties:
SMILES	Oc1ccc(O)cc1.Oc1ccc(O)cc1.Oc1ccc(O)cc1.c1ccncc1.c1ccncc1.c1ccncc1.c1ccncc1.c1ccncc1.c1ccncc1.c1ccncc1
orbital gap	8.02	eV
molar mass	884.0	g/mol
relative energy (zero: lowest compared OMol25 entry of this formula, charge and spin)	0.000	eV
total energy	-2885.55320	a.u.
LUMO level	0.21	eV



Here is 9 unconnected molecules or ions with the total composition C53H53NO16 at a distorted geometry from OMol25. Energies are from the ωB97M-V functional and the def2-TZVPD basis.

```
123
Properties=species:S:1:pos:R:3:forces:R:3:lowdin_charge:R:1
O -4.402302 -1.601263 -0.922725 -1.869 -1.560 -1.279 0.055
C -4.141771 -0.742521 0.060373 1.044 0.191 -0.223 -0.377
C -5.116961 0.154160 0.338295 5.927 3.278 7.259 0.032
C -4.792544 1.189701 1.456270 -0.897 -0.057 -2.070 0.050
C -3.441976 1.299958 1.865553 -1.907 0.640 -0.204 -0.306
O -3.099024 2.397541 2.635885 -5.511 -1.167 -0.820 0.073
C -2.510996 0.354358 1.416396 -3.273 0.326 -0.142 -0.026
C -2.865789 -0.685550 0.619504 1.107 -0.492 -0.124 -0.013
H -3.673152 -1.947688 -1.416263 0.990 -0.086 0.020 0.046
H -5.932847 0.208847 -0.161813 -5.422 0.155 -2.984 0.037
H -5.571594 2.068647 1.774501 2.060 -2.503 -0.917 0.159
H -2.219233 2.465395 2.708983 5.489 0.346 0.507 -0.008
H -1.531571 0.419328 1.594083 3.608 0.577 1.276 0.042
H -2.009056 -1.379947 0.411138 -1.308 0.308 -0.288 0.118
O -0.909522 3.138615 -0.460014 3.161 -1.644 0.800 0.024
C -1.993814 3.756279 -0.878125 -4.095 0.400 0.000 -0.349
C -3.221821 2.981698 -1.031151 -0.986 2.196 -1.618 0.054
C -4.524265 3.681368 -1.406154 5.016 -1.496 1.620 0.029
C -4.496983 5.065875 -1.483339 -2.823 0.478 -0.437 -0.312
O -5.696090 5.876046 -1.589759 1.118 -1.056 -0.105 -0.019
C -3.351622 5.797091 -1.326563 0.594 -0.820 0.847 -0.043
C -2.176970 5.135687 -0.965484 0.435 1.452 -0.601 -0.034
H 0.000323 3.533820 -0.291132 -2.365 0.295 -0.674 0.157
H -3.262618 1.871541 -1.016574 0.287 0.948 0.288 0.098
H -5.288590 2.941751 -1.410161 -1.152 0.344 -0.314 0.087
H -6.171490 5.666942 -2.401616 0.104 -0.182 0.098 0.086
H -3.410441 6.885669 -1.291702 0.071 -0.384 -0.198 0.124
H -1.410093 5.881599 -0.798039 0.778 -0.594 0.238 0.106
O -0.030636 2.616850 2.901641 -0.595 0.192 -0.765 -0.017
C 0.578667 2.697662 4.121004 1.780 -1.959 1.528 -0.312
C 1.662456 1.811739 4.500569 0.592 1.134 1.065 0.023
C 2.343438 2.067435 5.800943 -3.204 0.540 -1.951 0.009
C 1.825492 3.010409 6.744142 -1.095 -0.714 -0.981 -0.310
O 2.364341 3.031035 7.992916 3.520 -1.167 -2.840 0.064
C 0.716733 3.789487 6.365913 -0.173 -1.371 -2.096 -0.030
C 0.102353 3.597762 5.118736 0.591 0.836 -2.542 -0.033
H 0.292443 1.976600 2.202008 0.307 0.295 1.660 0.088
H 2.039828 0.970306 3.790766 -0.643 1.782 1.395 0.113
H 3.101118 1.386743 6.078405 0.777 -0.447 0.444 0.074
H 1.887730 3.245873 8.727283 -2.678 1.133 2.341 0.055
H 0.137985 4.532986 6.836039 0.320 0.786 1.734 0.092
H -0.585109 4.407811 4.710591 0.448 -1.350 0.931 0.136
O 4.305619 0.180560 -2.933168 -3.241 -2.919 -7.006 0.044
C 3.777399 -1.132636 -3.113115 -1.471 0.104 0.855 -0.234
C 2.744153 -1.365345 -4.093938 2.928 -1.656 2.048 0.022
C 2.264877 -2.724147 -4.164992 -1.329 4.363 -2.897 -0.022
C 2.688905 -3.669821 -3.333748 -0.103 -2.516 0.345 -0.402
O 2.185082 -4.923875 -3.480634 -1.470 -1.563 -2.038 0.016
C 3.604480 -3.470359 -2.336890 -0.036 4.230 -1.069 0.018
C 4.080793 -2.156946 -2.197337 -2.345 -0.746 -3.841 0.002
H 4.635904 0.490088 -2.184855 2.129 0.922 5.618 0.012
H 2.689566 -0.552934 -4.772642 -1.103 0.294 -0.928 0.097
H 1.481116 -2.989895 -4.937222 0.999 0.441 0.917 0.134
H 1.674092 -5.047436 -4.373248 1.495 0.669 2.596 0.161
H 3.877725 -4.140709 -1.633183 0.653 -2.415 1.854 0.087
H 4.635492 -1.859243 -1.438308 2.827 0.784 3.583 0.064
O 4.013947 5.342141 -1.855198 0.203 -1.769 -0.820 0.039
C 3.002012 4.607654 -2.438511 -2.890 0.892 -2.071 -0.329
C 3.044292 3.270646 -2.725872 -4.029 -1.109 -1.550 0.028
C 1.902917 2.469976 -3.486156 3.917 3.729 3.693 0.056
C 0.904081 3.321412 -3.852503 -0.215 -1.141 -2.774 -0.302
O 0.101003 2.677312 -4.840344 -0.845 1.083 0.607 -0.038
C 0.841158 4.755900 -3.697125 -0.174 -1.068 -0.944 -0.018
C 1.877513 5.362642 -3.007517 -0.233 -0.233 0.990 -0.004
H 4.733420 4.742982 -2.142776 0.462 1.045 0.853 0.115
H 3.820345 2.705558 -2.367991 1.937 -1.400 0.720 0.053
H 2.080456 1.385921 -3.566084 -0.549 0.838 -0.408 0.089
H -0.563759 3.284905 -5.205393 0.213 -0.160 0.321 0.110
H 0.001615 5.246445 -4.353558 1.773 -0.479 1.875 0.155
H 1.812163 6.423526 -2.760073 0.248 -0.160 -0.391 0.115
O 4.860515 0.607932 3.951955 -0.957 -0.927 -3.353 0.045
C 5.005248 -0.747490 3.779760 1.545 -0.025 0.633 -0.279
C 5.851650 -1.480836 4.655071 -3.678 -4.992 -4.522 0.031
C 5.828085 -2.987042 4.414897 1.515 0.929 -0.014 0.014
C 5.107375 -3.557961 3.337720 1.258 1.012 -0.951 -0.295
O 5.073849 -4.919163 3.075897 1.286 1.220 4.338 0.040
C 4.610382 -2.636913 2.370169 -1.407 -4.185 0.716 -0.073
C 4.447416 -1.346874 2.596166 0.595 3.071 0.535 -0.042
H 5.031550 0.847713 4.814394 0.678 0.738 2.901 0.048
H 6.430846 -1.236695 5.456750 1.222 1.506 1.898 0.063
H 6.660045 -3.588282 4.960163 -2.062 0.841 -0.712 0.133
H 4.878977 -5.384602 2.307417 -0.728 0.148 -2.522 0.067
H 4.017808 -3.106558 1.576870 0.570 0.267 -0.256 0.112
H 3.996660 -0.816236 1.734555 0.112 0.407 1.224 0.124
O -2.716585 -3.753907 -2.879927 -3.349 -0.743 -0.667 -0.104
C -1.993914 -2.798320 -3.629725 -1.457 1.307 -3.231 -0.286
C -1.706224 -1.533044 -3.094336 2.489 1.359 -3.463 -0.001
C -1.024356 -0.422045 -3.887564 -2.874 -4.061 -1.427 0.058
C -0.988508 -0.726315 -5.346819 1.826 3.348 2.764 -0.259
O -0.346438 0.231670 -6.170311 -1.648 -4.379 -1.179 0.025
C -1.386647 -1.933500 -5.916085 0.608 -1.045 -0.649 -0.053
C -1.854850 -2.974509 -5.106949 0.279 0.387 2.509 -0.008
H -3.796575 -3.961780 -3.179268 4.922 1.393 0.792 0.246
H -1.747315 -1.338275 -2.080017 -0.491 0.187 2.084 0.051
H -0.856806 0.565487 -3.384560 0.086 -1.092 -0.877 0.111
H -0.221984 1.012193 -5.709885 0.506 2.622 1.822 -0.005
H -1.154456 -2.086808 -7.029413 -0.615 0.255 1.839 0.147
H -2.039636 -3.981802 -5.491410 -0.152 0.478 -0.074 0.107
O -1.882182 -4.043056 -0.008611 1.828 0.233 0.011 0.029
C -2.665269 -4.236689 1.062158 -2.140 0.115 1.116 -0.379
C -2.283772 -3.824803 2.341394 1.427 -0.626 3.686 0.006
C -3.185597 -3.953319 3.556281 2.596 0.107 -3.150 0.026
C -4.448883 -4.500242 3.303700 -0.483 0.686 1.928 -0.371
O -5.279362 -4.580374 4.411569 -1.733 -0.489 1.086 -0.025
C -4.870306 -4.837800 2.051783 1.096 0.106 -3.302 -0.010
C -3.968193 -4.741727 0.917677 0.003 0.920 4.164 0.012
H -2.284365 -4.058282 -0.881130 -0.618 -0.231 -0.089 0.064
H -1.111991 -3.646091 2.596126 -3.108 0.059 -0.869 0.138
H -2.759354 -3.612703 4.547697 -0.969 -0.666 -1.332 0.126
H -6.234297 -4.961973 4.443844 2.859 0.877 -1.281 0.158
H -5.927043 -5.033893 1.850716 0.420 -0.316 0.206 0.114
H -4.240596 -4.988014 -0.034027 -1.188 -0.723 -2.340 0.074
C 0.838724 -2.057689 -0.409600 1.286 -3.690 -1.185 -0.048
C 0.939542 -0.810797 -1.013968 -0.042 -0.037 5.011 -0.062
C 1.030975 0.274921 -0.083539 -1.061 -1.804 -0.546 -0.086
N 0.900988 0.132323 1.285194 -0.445 -0.396 -2.569 0.048
C 0.742962 -1.156221 1.728682 -0.181 2.371 3.186 -0.170
C 0.848080 -2.298660 0.995744 -0.478 4.761 -3.599 -0.075
H 0.925356 -3.023793 -1.064190 -0.425 1.953 1.044 0.143
H 0.997800 -0.609305 -2.023883 0.001 -0.013 -1.949 0.048
H 1.003988 1.166077 -0.723660 0.451 0.857 1.667 0.093
H 0.481323 -1.208568 2.880702 0.907 0.064 -2.336 0.155
H 1.034958 -3.127323 1.514885 0.042 -3.783 1.268 0.061
```
Forces are in eV/Å.

Computed properties:
SMILES	Oc1ccc(O)cc1.Oc1ccc(O)cc1.Oc1ccc(O)cc1.Oc1ccc(O)cc1.Oc1ccc(O)cc1.Oc1ccc(O)cc1.Oc1ccc(O)cc1.Oc1ccc(O)cc1.c1ccncc1
orbital gap	7.55	eV
molar mass	960.0	g/mol
relative energy (zero: lowest compared OMol25 entry of this formula, charge and spin)	0.000	eV
total energy	-3309.51553	a.u.
LUMO level	-0.11	eV